C20H17ClNO3PtS | ωB97M-V with the def2-TZVPD basis set

```
44
C20H17ClNO3PtS (ωB97M-V with the def2-TZVPD basis set)
Pt 0.034 -0.975 -0.258
C 3.412 -3.418 -0.842
C 2.540 -2.183 -0.791
O 1.249 -2.434 -0.969
C 3.108 -0.969 -0.586
C 4.524 -0.673 -0.532
C 5.133 0.376 0.113
C 4.685 1.401 0.980
C 3.372 1.692 1.424
C 2.184 1.269 0.930
O 0.981 1.545 1.608
H 2.771 -4.299 -0.893
H 4.052 -3.476 0.041
H 4.071 -3.413 -1.717
H 5.181 -1.337 -1.092
H 6.212 0.410 -0.049
H 5.468 2.015 1.415
H 3.285 2.334 2.300
O -1.205 0.266 0.810
N -1.096 1.605 0.588
C -2.007 2.200 -0.274
C -1.807 3.466 -0.736
C -0.652 4.196 -0.393
C 0.318 3.521 0.409
C 0.095 2.261 0.860
S 1.951 0.428 -0.594
H -2.849 1.572 -0.521
H -2.557 3.891 -1.393
H -0.473 5.191 -0.772
H 1.271 3.970 0.659
Cl -7.061 -0.183 0.848
C -5.440 -0.767 0.456
C -4.692 -1.406 1.428
C -3.433 -1.881 1.104
C -2.887 -1.740 -0.180
C -1.558 -2.273 -0.524
C -3.675 -1.061 -1.122
C -4.938 -0.579 -0.819
H -5.091 -1.526 2.427
H -2.833 -2.362 1.868
H -1.500 -2.518 -1.589
H -1.346 -3.177 0.055
H -3.267 -0.899 -2.113
H -5.529 -0.060 -1.564
```

Its multiplicity is 2. The calculation puts the lowest unoccupied orbital energy (spin up / spin down) at 0.158 / 0.158 Ha. The total charge is -2. For the total energy, the calculation gives -55248.7551 eV. As for the energy relative to the best compared isomer or geometry (same formula, charge and spin): 38.39 kcal/mol. For the HOMO energy (spin up / spin down), the calculation gives 0.032 / 0.024 Eh.